--- w ---
This record from the OMol25 dataset describes a 2-piece molecular cluster, C3H12N3O overall. The level of theory is ωB97M-V/def2-TZVPD.

Geometry as XYZ:
```
19
Properties=species:S:1:pos:R:3:nbo_charge:R:1
C -1.01 -3.00 0.69 -0.43
H -0.77 -2.78 1.73 0.21
H -0.12 1.08 -0.85 0.44
H -0.79 0.01 -2.00 0.42
N -1.18 -1.85 -0.17 -0.56
H 2.89 2.95 -0.09 0.21
H -1.83 -3.69 0.56 0.24
H -0.15 -3.61 0.38 0.22
H -0.28 -0.93 1.88 0.41
N -0.59 0.20 -1.04 -0.77
H 2.37 1.82 -1.28 0.18
O 0.94 2.33 0.13 -0.78
H 0.33 3.07 0.11 0.49
C -0.62 -0.65 -0.03 0.68
H 1.69 3.36 -1.52 0.20
H 0.46 0.55 1.24 0.45
N -0.03 -0.32 1.12 -0.77
H -1.86 -1.98 -0.89 0.42
C 2.06 2.72 -0.74 -0.26
```

Output
HOMO-LUMO gap in hartree: 0.4277
E_HOMO in eV: -14.378
Charge: +1
Lowest unoccupied orbital energy in eV: -2.739

***

--- x ---
This record from the OMol25 dataset describes a 2-piece molecular cluster, C3H12N3O overall. The level of theory is ωB97M-V/def2-TZVPD.

Geometry as XYZ:
```
19
Properties=species:S:1:pos:R:3:nbo_charge:R:1
H 1.70 0.12 -3.00 0.49
N 1.36 0.66 2.16 -0.77
O 0.83 -0.30 -2.90 -0.70
C 0.19 1.33 2.27 0.34
H -1.55 -0.20 -1.89 0.23
H 0.65 0.57 -1.03 0.18
H -0.95 -1.86 -1.97 0.23
H 1.24 -1.13 -1.04 0.16
H -1.17 -0.22 0.60 0.46
C 0.56 -0.41 -1.52 -0.08
H 0.20 2.14 2.99 0.19
C -0.87 -0.91 -1.45 -0.23
N -1.28 -1.13 -0.02 -0.72
H 1.49 0.08 1.36 0.39
H -2.26 -1.41 0.00 0.43
N -0.88 1.01 1.63 -0.81
H 2.17 1.09 2.55 0.41
H -1.63 1.64 1.88 0.38
H -0.76 -1.90 0.39 0.42
```

Output
HOMO-LUMO gap in hartree: 0.4033
E_HOMO in eV: -13.917
Charge: +1
Lowest unoccupied orbital energy in eV: -2.942

***

Result of the stability comparison: w is the most stable of them.